Record 1
The following is a DFT calculation (ωB97M-V/def2-TZVPD) of a cluster of 8 separate species, C20H40FN2O33S9 in total in a non-equilibrium geometry.

Structure (XYZ):
```
105
Properties=species:S:1:pos:R:3:forces:R:3
C -2.424 -0.286 5.485 -0.09 0.12 -1.16
C -3.871 0.421 5.331 -0.23 2.64 1.80
O -4.052 1.513 5.958 0.31 -3.96 -2.48
N -4.956 -0.140 4.462 3.08 0.59 0.25
C -4.382 -1.148 3.507 0.85 -1.06 -1.13
C -5.379 -1.600 2.327 0.96 0.93 -0.55
C -4.439 -1.844 1.008 -0.88 0.23 0.62
C -3.457 -3.097 1.233 -1.25 0.18 0.29
S -2.033 -3.196 0.045 1.29 -4.88 -4.61
O -1.434 -4.597 0.230 -5.63 5.35 0.53
O -2.519 -3.166 -1.411 0.46 1.33 4.11
N -0.754 -2.097 0.374 -1.90 2.11 -0.34
S -1.210 -0.472 0.121 -3.49 0.66 0.51
O -2.168 -0.233 -1.014 3.16 -0.52 2.41
O -1.679 0.243 1.382 2.15 -1.92 -3.03
F 0.238 0.336 -0.319 -1.81 -1.59 0.74
H -1.930 -0.262 4.431 -0.85 -0.12 1.70
H -1.720 0.326 6.174 -1.70 -1.07 -0.97
H -2.497 -1.391 5.779 0.07 1.66 -0.28
H -5.222 0.673 3.874 -0.24 -0.56 0.76
H -3.454 -0.677 2.983 -1.53 -0.93 0.73
H -3.994 -2.104 4.040 -0.82 1.80 -0.55
H -6.012 -2.528 2.555 0.85 1.44 -0.12
H -6.051 -0.682 2.084 0.87 -1.72 0.38
H -5.136 -2.042 0.121 1.23 0.15 1.15
H -3.918 -0.844 0.818 -0.48 -1.64 0.19
H -3.041 -3.206 2.296 -0.38 0.46 -1.64
H -4.095 -4.049 1.042 1.46 1.47 0.05
C 2.642 -7.462 1.399 -0.04 -0.37 -0.57
C 3.240 -6.623 0.276 0.05 0.28 0.38
O 2.160 -6.368 -0.614 -0.20 -0.61 -0.05
S 0.777 -6.271 0.242 -0.30 1.08 0.35
O 0.493 -4.890 0.484 4.40 -2.66 0.27
O -0.175 -7.173 -0.338 0.73 0.66 0.23
O 1.336 -6.923 1.626 -0.24 -0.57 -3.97
H 2.531 -8.507 1.094 0.09 0.03 -0.01
H 3.236 -7.413 2.308 -0.15 -0.05 -0.20
H 4.050 -7.138 -0.241 -0.21 0.02 -0.13
H 3.602 -5.662 0.654 0.05 -0.07 0.06
C -0.726 2.276 -3.763 -0.52 -0.75 -0.07
C 0.343 1.209 -3.586 -0.33 0.00 0.94
O 1.359 1.542 -4.540 0.03 1.23 -0.79
S 1.409 3.153 -4.722 -0.49 -0.85 0.65
O 2.461 3.666 -3.892 -0.64 0.07 -0.97
O 1.302 3.455 -6.123 0.47 -0.05 0.99
O -0.009 3.491 -4.009 1.21 0.10 -0.35
H -1.352 2.067 -4.635 0.00 -0.01 0.08
H -1.357 2.376 -2.879 0.17 0.12 -0.09
H -0.039 0.204 -3.764 0.17 0.13 -0.15
H 0.788 1.257 -2.588 -0.15 -0.07 -0.06
C 2.317 -5.003 6.625 0.48 0.19 0.36
C 2.886 -4.139 5.510 -0.68 0.54 0.10
O 3.474 -5.061 4.590 0.01 -1.07 0.27
S 2.621 -6.443 4.608 -0.81 0.82 0.37
O 1.699 -6.419 3.504 1.53 0.44 4.59
O 3.529 -7.531 4.839 -0.46 0.59 -0.48
O 1.790 -6.162 5.974 0.29 -0.08 -0.86
H 3.100 -5.327 7.313 -0.16 0.06 -0.11
H 1.532 -4.491 7.185 -0.06 -0.20 -0.18
H 3.629 -3.430 5.872 0.04 -0.30 -0.19
H 2.093 -3.597 4.986 0.01 -0.04 0.06
C -0.800 6.582 -7.964 0.20 -0.23 0.53
C -1.159 5.251 -7.322 0.45 -0.35 -0.84
O -2.226 5.547 -6.425 -0.62 1.04 0.15
S -3.108 6.766 -7.032 0.71 -0.08 -0.44
O -4.247 6.202 -7.701 0.50 0.65 0.66
O -3.219 7.785 -6.030 -0.33 -0.83 -0.58
O -2.051 7.259 -8.159 -1.13 -0.55 0.49
H -0.190 7.185 -7.297 -0.54 -0.20 -0.16
H -0.282 6.457 -8.915 -0.25 0.14 0.05
H -0.319 4.805 -6.788 -0.27 0.13 0.09
H -1.532 4.542 -8.068 0.06 0.00 0.03
C -4.548 4.830 -3.612 0.46 0.18 -0.44
C -5.109 4.003 -4.760 -0.46 0.52 -0.07
O -4.864 2.647 -4.396 0.38 -0.02 0.77
S -4.939 2.510 -2.780 0.08 -0.20 0.12
O -6.246 2.038 -2.428 1.10 0.29 -0.05
O -3.733 1.883 -2.328 -1.15 0.36 -0.38
O -4.860 4.095 -2.428 -0.43 -0.72 -0.29
H -3.460 4.914 -3.683 -0.05 0.05 -0.08
H -4.987 5.828 -3.569 -0.04 -0.18 0.18
H -4.633 4.237 -5.713 0.04 -0.23 0.12
H -6.191 4.139 -4.852 0.07 0.08 -0.02
C 6.842 -6.137 8.360 0.31 -0.19 -0.65
C 7.817 -4.969 8.369 0.32 -0.37 0.49
O 7.006 -3.808 8.190 -0.97 -0.23 -0.05
S 5.560 -4.062 8.883 0.41 -0.03 0.31
O 5.574 -3.467 10.186 -0.37 -0.43 -1.11
O 4.540 -3.788 7.913 0.93 0.21 1.04
O 5.687 -5.670 9.058 0.05 0.94 0.16
H 6.544 -6.395 7.340 0.06 -0.01 0.05
H 7.253 -7.021 8.851 -0.23 0.15 0.12
H 8.563 -5.044 7.577 -0.23 0.21 -0.04
H 8.322 -4.883 9.336 0.01 -0.06 -0.07
C 2.717 8.832 -4.658 -0.30 -0.32 0.57
C 3.651 7.631 -4.615 0.45 0.43 0.31
O 3.336 6.876 -5.785 -0.77 0.51 -0.66
S 2.878 7.892 -6.964 0.66 -0.02 0.44
O 4.008 8.140 -7.810 -1.17 -0.13 0.35
O 1.608 7.454 -7.469 1.97 0.44 0.13
O 2.641 9.203 -6.036 0.38 -0.63 -0.58
H 1.712 8.562 -4.322 0.08 0.01 0.03
H 3.088 9.665 -4.059 -0.01 0.02 -0.30
H 3.511 7.027 -3.718 -0.11 -0.15 -0.29
H 4.697 7.942 -4.685 -0.06 0.02 0.06
```
Forces are in eV/Å.

The orbital gap comes out at 7.04 eV. The charge is -1. The LUMO energy comes out at 1.35 eV. The largest force on an atom comes out at 0.1514 hartree/bohr.



Record 2
The following is a DFT calculation (ωB97M-V/def2-TZVPD) of a structure of composition C20H40NOP3STc in a non-equilibrium geometry.

Structure (XYZ):
```
67
Properties=species:S:1:pos:R:3:forces:R:3
Tc -0.925 0.763 0.749 0.17 0.16 1.61
P -1.999 -1.240 0.862 -1.34 -3.39 0.11
P 0.581 -0.052 2.284 2.25 -0.65 3.38
P 1.802 -1.907 -1.359 1.11 -1.05 -0.05
H 0.090 2.594 -0.088 0.61 0.07 -0.92
C -0.245 2.545 -1.154 0.16 1.44 -0.27
C -1.049 1.329 -1.528 -0.61 0.22 -2.63
H -1.287 0.372 -0.878 -0.22 0.02 -1.15
C -3.792 -0.942 1.102 0.08 0.85 0.23
C -1.779 -2.647 2.044 0.38 0.32 0.26
C -2.072 -2.251 -0.667 0.35 0.15 -0.46
C 2.069 1.023 2.409 -0.28 0.35 -0.64
C -0.083 0.040 4.016 -0.51 0.23 -0.26
C 1.503 -1.639 2.523 -0.20 -0.49 -0.79
C 1.722 -2.604 -3.073 -0.57 0.72 0.34
C 1.386 -3.459 -0.475 -0.57 -0.22 0.21
C 3.652 -2.011 -1.127 -0.51 0.82 -0.08
H -0.808 3.489 -1.304 -0.01 -0.60 0.40
H -2.023 1.679 -1.910 0.13 -0.48 0.23
H -4.042 0.079 0.799 -0.30 -0.11 0.02
H -4.057 -1.078 2.156 0.04 0.09 -0.17
H -4.360 -1.651 0.491 0.13 0.17 0.16
H -1.972 -2.339 3.076 -0.02 0.02 -0.12
H -0.785 -3.102 2.008 -0.19 0.15 -0.14
H -2.501 -3.435 1.792 0.00 0.31 -0.09
H -2.005 -1.642 -1.572 -0.14 -0.06 -0.03
H -3.034 -2.775 -0.678 0.25 0.03 -0.01
H -1.269 -2.993 -0.700 -0.12 0.16 0.05
H 2.659 0.720 3.288 -0.26 0.13 -0.34
H 1.800 2.081 2.498 0.17 -0.20 0.04
H 2.665 0.870 1.497 0.05 0.14 0.29
H 0.746 0.279 4.701 -0.26 -0.10 -0.29
H -0.508 -0.934 4.303 0.12 0.34 -0.11
H -0.860 0.811 4.095 0.30 -0.23 0.18
H 2.352 -1.482 3.208 -0.44 0.27 -0.21
H 1.909 -1.996 1.570 -0.03 0.00 0.26
H 0.874 -2.418 2.962 0.10 0.17 -0.17
H 2.426 -3.431 -3.111 -0.10 -0.11 -0.27
H 1.969 -1.865 -3.845 0.02 -0.28 -0.21
H 0.688 -2.939 -3.206 0.23 -0.10 -0.38
H 1.058 -4.234 -1.181 0.05 0.19 0.25
H 0.578 -3.252 0.230 0.12 -0.37 0.06
H 2.260 -3.836 0.071 -0.31 0.07 -0.13
H 4.129 -2.684 -1.869 -0.27 0.39 0.56
H 3.813 -2.362 -0.097 0.31 0.25 -0.41
H 4.006 -0.977 -1.237 0.58 -0.41 0.10
C 1.092 1.274 -2.715 3.78 -1.87 0.61
C 0.965 2.631 -2.188 0.93 0.68 0.98
C 0.608 3.235 -3.494 -0.51 -0.09 -0.56
C -0.246 2.542 -4.357 -0.18 0.72 -0.84
C -0.711 1.270 -4.067 -0.53 0.87 0.87
C -0.238 0.670 -2.789 -1.27 -0.83 0.87
O 2.250 0.816 -3.114 -2.43 3.13 1.40
H 2.304 -0.126 -3.090 -0.05 -2.25 -0.58
H 1.857 3.080 -1.702 -0.33 -0.32 -0.70
H 1.071 4.163 -3.820 -0.11 0.20 0.13
H -0.554 3.035 -5.279 0.05 -0.11 0.08
H -1.485 0.787 -4.654 0.18 -0.21 -0.28
H -0.325 -0.413 -2.700 0.34 0.00 -0.50
S -2.739 4.173 3.372 1.57 -0.47 -0.78
C -1.219 4.678 2.630 0.02 -0.93 0.16
C -0.569 3.612 2.069 -1.74 0.17 -0.18
N -1.372 2.447 2.001 -0.26 0.77 2.15
C -2.452 2.582 2.820 0.51 0.66 -1.23
H -0.838 5.692 2.639 -0.21 -0.03 0.39
H 0.450 3.587 1.689 -0.38 0.25 -0.07
H -3.132 1.764 3.073 0.18 0.31 -0.32
```
Forces are in eV/Å.

The orbital gap (spin up / spin down) comes out at 4.03 / 4.51 eV. The charge is +4. Its multiplicity is 4. The LUMO energy (spin up / spin down) comes out at -15.73 / -15.54 eV. As for the expectation value of S²: 3.776. The largest force on an atom comes out at 0.0828 hartree/bohr.



Record 3
The following is a DFT calculation (ωB97M-V/def2-TZVPD) of a structure of composition C20H40NP3SSeTi in a non-equilibrium geometry.

Structure (XYZ):
```
67
Properties=species:S:1:pos:R:3:forces:R:3
Ti -0.468 0.200 0.484 2.31 2.27 -1.36
P -2.849 -0.137 0.119 -0.75 0.20 -1.13
P 0.088 -3.118 0.693 0.13 0.28 1.25
P -0.275 2.769 0.704 0.44 1.42 -0.26
H 3.231 -0.727 -0.668 0.63 0.50 0.19
C 3.548 0.179 -0.124 -0.08 -0.46 0.96
C 3.648 0.134 1.213 -0.79 0.56 -0.81
H 3.487 -0.805 1.743 0.13 0.19 0.00
C -3.117 -0.257 -1.688 0.02 -0.09 0.19
C -3.676 -1.554 0.885 -0.09 -0.11 0.16
C -3.740 1.325 0.722 -0.25 0.03 0.14
C 1.860 -3.392 0.639 0.45 0.37 -0.16
C -0.600 -3.429 2.324 -0.37 -0.19 0.19
C -0.704 -4.072 -0.621 -0.61 0.62 -0.57
C 1.481 3.366 0.674 -0.11 -0.65 0.07
C -0.910 3.494 2.256 -0.21 -0.05 0.22
C -0.997 3.836 -0.612 -0.21 -0.26 -0.04
H 3.753 1.082 -0.705 -0.22 -0.31 0.24
H 3.724 1.065 1.793 0.58 -0.56 -0.17
H -4.181 -0.371 -1.894 -0.01 0.02 -0.10
H -2.567 -1.123 -2.078 -0.17 0.15 0.09
H -2.714 0.633 -2.184 -0.16 -0.13 0.19
H -4.752 -1.535 0.683 0.16 -0.07 0.02
H -3.527 -1.530 1.969 -0.17 0.03 -0.04
H -3.253 -2.495 0.523 -0.14 0.09 -0.11
H -4.819 1.160 0.619 0.14 0.16 0.01
H -3.446 2.230 0.179 -0.08 -0.29 -0.04
H -3.514 1.497 1.782 -0.15 -0.06 -0.13
H 2.150 -4.346 0.179 -0.49 0.14 -0.02
H 2.293 -3.388 1.644 -0.16 0.23 -0.07
H 2.305 -2.590 0.035 0.06 -0.15 0.15
H -0.719 -4.495 2.568 0.06 0.32 -0.12
H -1.580 -2.918 2.352 0.30 -0.44 0.06
H 0.047 -2.946 3.073 -0.08 -0.18 -0.22
H -0.378 -5.122 -0.636 0.34 0.31 0.51
H -0.447 -3.659 -1.606 -0.05 0.02 0.21
H -1.794 -4.096 -0.513 0.16 0.18 0.02
H 1.514 4.420 0.380 -0.14 -0.14 0.17
H 2.063 2.782 -0.045 -0.13 0.14 0.09
H 1.932 3.239 1.661 -0.04 0.09 -0.05
H -0.484 4.498 2.420 -0.21 -0.40 -0.09
H -0.649 2.848 3.108 0.02 0.30 -0.19
H -2.007 3.569 2.215 0.31 0.06 0.03
H -0.663 4.876 -0.477 -0.12 -0.35 0.08
H -2.093 3.807 -0.578 0.22 0.08 -0.04
H -0.667 3.477 -1.597 -0.08 0.16 0.34
C 1.335 0.364 -3.346 0.40 -0.59 -1.12
C 2.704 0.029 -3.390 -0.37 0.30 0.32
C 3.347 -0.102 -4.622 -0.38 0.14 0.05
C 2.637 0.093 -5.815 0.24 -0.28 0.27
C 1.261 0.326 -5.783 0.04 0.02 0.11
C 0.600 0.450 -4.551 -0.10 0.20 0.52
Se 0.549 0.895 -1.639 -0.51 -0.99 0.25
H -0.170 -1.602 0.928 0.65 -2.95 -1.12
H 3.268 -0.085 -2.460 -0.22 0.11 -0.73
H 4.411 -0.331 -4.628 -0.26 0.05 -0.11
H 3.173 0.022 -6.766 -0.30 0.05 0.32
H 0.723 0.425 -6.739 0.14 -0.04 0.72
H -0.482 0.634 -4.518 0.53 0.03 -0.08
S -1.177 0.019 4.641 0.94 -0.17 -0.68
C 0.551 0.011 4.767 0.15 0.29 -0.79
C 1.160 0.096 3.533 -0.99 -0.11 0.10
N 0.241 0.135 2.475 -1.06 -0.50 1.14
C -1.024 0.064 2.944 0.67 0.20 0.51
H 1.052 -0.005 5.727 -0.13 -0.02 -0.06
H 2.233 0.115 3.337 -0.53 0.07 0.05
H -1.926 0.064 2.297 0.68 0.14 0.48
```
Forces are in eV/Å.

The orbital gap (spin up / spin down) comes out at 5.57 / 5.86 eV. The charge is +3. Its multiplicity is 2. The LUMO energy (spin up / spin down) comes out at -10.30 / -10.02 eV. As for the expectation value of S²: 0.768. The value obtained for the relative energy (zero: lowest compared OMol25 entry of this formula, charge and spin) is 0.00 kJ/mol. The largest force on an atom comes out at 0.0682 hartree/bohr.



Which of these has the lowest charge? C20H40FN2O33S9



The lowest charge belongs to which entry? C20H40FN2O33S9



The highest charge belongs to which entry? C20H40NOP3STc



The highest charge belongs to which entry? C20H40NOP3STc